Density functional theory data (wB97M-V/def2-TZVPD) for a molecular structure, C33H30N2OPRhS.

Structure (XYZ):
```
69
Properties=species:S:1:pos:R:3:forces:R:3
Rh 0.2114 0.1688 0.1206 0.06 -0.03 0.52
S 4.0951 -1.1236 2.2706 0.16 -0.15 0.13
P -0.0749 2.5119 -0.3074 -0.06 -0.23 0.15
O -4.1189 0.3063 -0.1537 -0.01 0.01 -0.02
N 0.3451 0.1749 2.4876 -0.04 0.10 -0.14
N -1.9406 0.0040 0.0963 0.11 0.09 -0.06
C -1.6696 -1.6076 -2.3789 -0.01 0.04 -0.08
C -2.9066 2.3218 0.0653 0.06 -0.10 0.02
C 0.7840 0.0969 5.2276 0.09 -0.03 -0.05
C -3.1513 5.1009 0.2554 0.02 -0.03 0.00
C -0.8242 1.6299 -4.2266 0.01 0.01 0.00
C 1.5111 3.9952 1.3989 -0.02 -0.06 0.12
C -1.7570 3.1352 -0.0346 0.04 0.08 -0.03
C 2.1651 -0.4769 0.5674 0.01 -0.06 -0.13
C -0.6010 0.5503 3.3263 0.03 -0.05 0.04
C 1.5334 4.6936 -0.9121 0.00 -0.01 0.00
C 1.7858 -0.2947 4.3495 -0.06 0.01 0.11
C 0.0997 2.1038 -2.0550 -0.19 -0.01 -0.10
C 1.5394 -0.2387 2.9785 0.04 0.00 -0.05
C -1.7407 -2.2399 -0.9958 0.00 -0.09 0.05
C 2.3775 5.0271 1.7171 0.04 0.06 0.00
C -4.1498 2.9252 0.2444 -0.06 0.09 0.02
C -2.9171 0.8417 0.0011 0.01 0.04 -0.06
C 0.3828 1.0645 -4.6210 -0.03 0.02 0.02
C 1.4531 1.0223 -3.7384 0.01 0.03 0.04
C 2.4956 -0.5809 1.9662 -0.22 0.18 -0.07
C -3.9713 -1.1329 -0.2662 -0.05 0.04 -0.02
C 1.3167 1.5370 -2.4561 0.04 -0.01 -0.07
C -0.4234 0.5301 4.7125 -0.05 0.02 -0.03
C -2.3581 -3.6354 -1.0356 -0.03 -0.02 0.00
C 3.2620 -0.8979 -0.1767 0.05 -0.10 -0.14
C 2.4055 5.7212 -0.5898 0.02 0.00 0.07
C -4.2756 4.3037 0.3419 0.00 -0.06 0.00
C -0.9735 2.1393 -2.9459 0.06 0.07 -0.01
C 2.8244 5.8891 0.7241 -0.01 -0.01 -0.04
C -1.9054 4.5147 0.0681 -0.03 0.04 0.01
C 1.0785 3.8289 0.0855 0.05 0.05 -0.18
C 4.3518 -1.2920 0.5888 -0.08 0.20 0.03
C -2.4872 -1.3739 0.0245 0.06 0.02 0.00
H -4.6455 -1.5857 0.4549 0.02 -0.03 -0.02
H -1.1612 -0.6395 -2.3698 0.01 0.01 0.00
H -3.3753 -3.6107 -1.4328 -0.01 0.03 0.00
H 3.5033 6.6928 0.9741 0.01 0.01 0.00
H 2.7409 -0.6352 4.7264 0.02 0.00 -0.03
H -4.2742 -1.4062 -1.2756 0.01 -0.03 0.02
H -1.1236 -2.2590 -3.0607 0.01 -0.01 0.01
H 5.3066 -1.6483 0.2288 0.02 -0.02 -0.01
H 0.9530 0.0632 6.2946 -0.01 0.01 0.02
H 2.7562 6.3912 -1.3627 0.00 0.01 0.00
H 2.7093 5.1615 2.7376 -0.01 -0.01 0.01
H -5.0338 2.3101 0.3155 0.01 -0.02 -0.01
H -2.3952 -4.0866 -0.0431 0.00 -0.01 0.01
H -5.2534 4.7417 0.4857 0.00 0.01 0.00
H -2.6600 -1.4521 -2.8134 -0.01 -0.01 0.02
H -1.5365 0.8739 2.8857 0.00 0.02 0.00
H -1.6519 1.6809 -4.9212 0.00 -0.01 -0.01
H 3.2977 -0.9356 -1.2562 -0.03 0.00 -0.01
H -3.2304 6.1770 0.3264 -0.01 0.01 0.00
H 0.4898 0.6699 -5.6221 0.01 -0.01 -0.01
H -1.0363 5.1542 -0.0010 0.02 -0.02 -0.01
H -1.2288 0.8510 5.3577 0.00 -0.01 0.02
H -1.7816 -4.2950 -1.6826 0.02 0.01 0.00
H -1.9162 2.5818 -2.6483 0.00 -0.01 0.01
H 1.2092 4.5682 -1.9378 -0.02 -0.02 0.00
H 1.1695 3.3256 2.1812 -0.03 -0.03 -0.04
H -0.7112 -2.3483 -0.6180 -0.04 0.03 0.01
H 2.4015 0.6058 -4.0503 0.00 -0.01 -0.03
H -2.3617 -1.8251 1.0133 -0.01 -0.03 -0.02
H 2.1697 1.5453 -1.7839 -0.02 -0.01 0.02
```
Positions in Å, forces in eV/Å.

- Highest occupied orbital energy (alpha / beta): -0.4767 / -0.5275 hartree
- F_max: 0.53 eV/Å
- HOMO-LUMO gap (alpha / beta): 6.7 / 5.5 eV
- Spin multiplicity: 5
- Total charge: +2
- LUMO level (alpha / beta): -0.229 / -0.324 Eh
- Relative energy (zero: lowest compared OMol25 entry of this formula, charge and spin): 0.000 eV

Charges in e, computed with Löwdin, in the same order as the atoms: 0.960 1.133 1.027 0.038 0.032 0.012 -0.052 -0.131 -0.005 -0.026 -0.053 -0.094 -0.278 -0.219 -0.092 -0.078 0.026 -0.401 -0.281 -0.409 -0.060 0.012 -0.306 -0.048 -0.057 -0.443 -0.035 -0.129 0.006 -0.048 -0.167 -0.048 -0.024 -0.077 -0.046 -0.052 -0.386 -0.288 -0.270 0.144 0.043 0.090 0.118 0.119 0.131 0.095 0.099 0.131 0.118 0.114 0.129 0.090 0.124 0.092 0.116 0.120 0.108 0.124 0.119 0.107 0.126 0.091 0.112 0.115 0.098 0.114 0.115 0.150 0.098

***

Density functional theory data (wB97M-V/def2-TZVPD) for a molecular structure, C14H21HgNSSi.

Structure (XYZ):
```
39
Properties=species:S:1:pos:R:3:forces:R:3
Hg -1.5785 -0.3715 17.7679 0.18 3.81 -0.22
S -3.5658 1.2394 16.8996 -0.24 -0.20 -0.27
Si -5.3455 2.8406 14.4480 0.42 -1.43 -0.74
N -1.8876 0.4942 15.0070 -0.02 -0.62 0.89
C -6.6746 1.6006 14.9294 0.50 -0.34 0.04
C -3.7286 1.8488 14.2023 -0.05 -0.03 0.19
C -1.3341 -2.2770 18.0795 -1.27 -6.17 -0.05
C -2.3281 -5.5452 19.0315 -0.63 0.10 0.80
C -3.1892 1.7421 12.9240 0.08 0.20 -0.05
C -2.1667 -4.7800 17.7192 0.03 -2.56 -0.73
C -5.6755 3.5837 12.7461 0.51 0.28 0.46
C -1.0238 -5.5086 16.9188 -0.49 -0.43 0.02
C -3.0207 1.1611 15.2441 -0.59 0.96 0.19
C -1.3888 0.4570 13.8052 0.38 0.12 -1.97
C -3.5148 -4.8672 16.9634 0.37 -0.33 0.25
C -1.7811 -3.4381 17.9453 1.74 4.47 0.49
C -1.9802 1.0935 12.7049 0.16 -0.45 0.62
C -5.2472 4.1831 15.6837 0.59 0.42 0.80
H -4.5913 5.0055 15.4024 0.22 -0.03 -0.18
H -6.5721 4.1713 12.7497 -0.60 0.49 0.07
H -4.2760 -4.3507 17.5255 -0.36 0.00 0.41
H -5.7859 2.8613 11.9591 0.04 -0.46 -0.38
H -3.7087 2.1706 12.0670 0.15 0.07 0.21
H -1.1999 -6.5936 16.7934 -0.29 0.34 0.22
H -3.8119 -5.9121 16.7867 0.10 0.24 0.15
H -0.8998 -5.1186 15.9126 -0.01 0.35 -0.03
H -3.0505 -5.0611 19.7039 0.15 0.15 -0.24
H -6.3388 1.0789 15.8477 -0.17 0.19 -0.50
H -6.2008 4.6431 15.9126 -0.39 -0.10 0.10
H -2.7413 -6.5341 18.8517 0.14 -0.31 -0.16
H -6.8314 0.8644 14.1249 0.09 0.16 0.27
H -0.0804 -5.4228 17.4515 0.07 0.22 0.05
H -0.4766 -0.1390 13.6285 -0.33 0.34 0.36
H -1.4065 -5.6388 19.6014 0.21 0.03 -0.15
H -4.8197 3.7248 16.5892 -0.24 0.25 -0.11
H -3.4866 -4.3586 16.0233 0.29 0.29 -0.74
H -1.5147 1.0603 11.7331 0.00 -0.11 -0.15
H -4.8347 4.2508 12.5070 -0.20 -0.12 -0.08
H -7.6130 2.0896 15.1302 -0.52 0.21 0.12
```
Positions in Å, forces in eV/Å.

- Highest occupied orbital energy (alpha / beta): -0.0533 / -0.1530 hartree
- F_max: 6.30 eV/Å
- HOMO-LUMO gap (alpha / beta): 4.5 / 7.2 eV
- Spin multiplicity: 2
- Total charge: -1
- LUMO level (alpha / beta): 0.110 / 0.110 Eh

Charges in e, computed with natural (NBO), in the same order as the atoms: 0.663 -0.448 1.656 -0.518 -1.119 -0.524 -0.591 -0.578 -0.163 -0.163 -1.113 -0.579 0.098 0.065 -0.580 -0.156 -0.333 -1.154 0.233 0.224 0.214 0.225 0.197 0.187 0.190 0.210 0.210 0.267 0.228 0.191 0.227 0.211 0.175 0.208 0.279 0.215 0.200 0.229 0.216